The following is a quantum chemistry calculation of a cluster of 5 separate species, C5H18IN6O5 in total, from OMol25.

- F_max: 1.02 eV Å⁻¹
- Kohn-Sham gap: 7.43 eV
- Total charge: -1
- Relative energy (zero: lowest compared OMol25 entry of this formula, charge and spin): 0.000 eV

Last columns: bonded neighbours and bond lengths (Å).
CARTESIAN COORDINATES (ANGSTROEM)
1 I -0.17 0.69 -2.08  no bonds
2 C -0.95 3.35 2.70  C3 1.526, O5 1.441, H6 1.092, H7 1.095
3 C -0.26 3.37 1.34  C2 1.526, O4 1.402, H8 1.099, H9 1.099
4 O 0.44 2.19 1.06  C3 1.402, H10 0.973
5 O 0.00 3.20 3.77  C2 1.441, H11 0.960
6 H -1.61 2.48 2.79  C2 1.092
7 H -1.52 4.28 2.81  C2 1.095
8 H 0.40 4.24 1.37  C3 1.099
9 H -1.08 3.49 0.61  C3 1.099
10 H 0.07 1.88 0.22  O4 0.973
11 H 0.07 4.05 4.20  O5 0.960
12 C 2.65 -1.62 0.91  O13 1.220, N14 1.382, N15 1.367
13 O 2.52 -0.76 1.77  C12 1.220
14 N 3.03 -2.91 1.22  C12 1.382, H16 0.999, H17 1.003
15 N 2.50 -1.39 -0.42  C12 1.367, H18 1.006, H19 1.008
16 H 3.24 -3.17 2.16  N14 0.999
17 H 3.12 -3.54 0.44  N14 1.003
18 H 2.13 -0.50 -0.73  N15 1.006
19 H 2.66 -2.14 -1.08  N15 1.008
20 C -3.42 0.90 1.19  O21 1.212, N22 1.375, N23 1.390
21 O -2.76 0.04 1.73  C20 1.212
22 N -4.33 1.67 1.89  C20 1.375, H24 1.002, H25 1.002
23 N -3.32 1.22 -0.15  C20 1.390, H26 1.009, H27 1.019
24 H -4.45 1.44 2.85  N22 1.002
25 H -4.96 2.32 1.45  N22 1.002
26 H -3.56 2.18 -0.35  N23 1.009
27 H -2.48 0.90 -0.63  N23 1.019
28 C 1.90 -3.49 -3.50  O29 1.223, N30 1.363, N31 1.374
29 O 2.70 -3.58 -2.58  C28 1.223
30 N 1.08 -2.42 -3.69  C28 1.363, H32 1.017, H33 1.005
31 N 1.79 -4.48 -4.45  C28 1.374, H34 1.003, H35 1.001
32 H 0.93 -1.67 -3.03  N30 1.017
33 H 0.38 -2.48 -4.41  N30 1.005
34 H 1.06 -4.40 -5.14  N31 1.003
35 H 2.20 -5.36 -4.22  N31 1.001



The following is a quantum chemistry calculation of a cluster of 3 separate species, C5H18N2O2 in total, from OMol25.

- Structure (SMILES): CC[C@H](C)NCN.O.O
- F_max: 8.38 eV Å⁻¹
- Kohn-Sham gap: 8.75 eV
- Total charge: 0
- Relative energy (zero: lowest compared OMol25 entry of this formula, charge and spin): 3.325 eV

Last columns: bonded neighbours and bond lengths (Å).
CARTESIAN COORDINATES (ANGSTROEM)
1 C 1.77 1.23 0.91  C2 1.489, H8 1.125, H9 1.193, H10 1.184
2 C 0.63 0.32 0.59  C1 1.489, C3 1.617, H11 1.079, H12 1.179
3 C 1.15 -1.01 -0.17  C2 1.617, C4 1.454, N5 1.493, H13 1.071
4 C 1.63 -0.66 -1.49  C3 1.454, H14 0.956, H15 1.224, H16 1.140
5 N 0.05 -2.02 -0.21  C3 1.493, C6 1.533, H17 1.026
6 C -0.78 -2.19 1.06  N5 1.533, N7 1.445, H18 1.174, H19 0.973
7 N -2.06 -1.56 0.83  C6 1.445, H20 0.949, H21 1.143
8 H 1.51 2.27 1.25  C1 1.125
9 H 2.19 0.68 1.88  C1 1.193
10 H 2.57 1.44 0.06  C1 1.184
11 H 0.18 -0.08 1.48  C2 1.079
12 H -0.34 0.61 -0.02  C2 1.179
13 H 1.90 -1.39 0.50  C3 1.071
14 H 0.91 -0.22 -1.94  C4 0.956
15 H 2.50 0.20 -1.37  C4 1.224
16 H 2.00 -1.44 -2.24  C4 1.140
17 H 0.26 -2.94 -0.62  N5 1.026
18 H -1.01 -3.33 1.21  C6 1.174
19 H -0.28 -1.86 1.82  C6 0.973
20 H -2.43 -1.65 -0.04  N7 0.949
21 H -2.04 -0.42 0.95  N7 1.143
22 O -0.86 2.69 -1.52  H23 1.002, H24 0.932
23 H 0.04 2.25 -1.60  O22 1.002
24 H -1.01 3.57 -1.26  O22 0.932
25 O -3.03 1.60 0.22  H26 1.012, H27 0.955
26 H -2.40 1.36 -0.53  O25 1.012
27 H -3.03 2.56 0.26  O25 0.955



The following is a quantum chemistry calculation of a cluster of 4 separate species, C5H18N2O3 in total, from OMol25.

- Structure (SMILES): CCC/C(N)=C/N.O.O.O
- F_max: 3.20 eV Å⁻¹
- Kohn-Sham gap: 8.25 eV
- Total charge: 0
- Relative energy (zero: lowest compared OMol25 entry of this formula, charge and spin): 1.648 eV

Last columns: bonded neighbours and bond lengths (Å).
CARTESIAN COORDINATES (ANGSTROEM)
1 C -2.22 -2.07 1.27  C2 1.521, H8 1.086, H9 1.110, H10 1.084
2 C -0.87 -1.36 1.37  C1 1.521, C3 1.569, H11 1.105, H12 1.087
3 C -0.39 -0.63 0.07  C2 1.569, C4 1.487, H13 1.091, H14 1.122
4 C -0.37 0.86 0.13  C3 1.487, N5 1.429, C6 1.340
5 N -1.67 1.37 0.45  C4 1.429, H15 0.985, H16 1.002
6 C 0.66 1.69 0.33  C4 1.340, N7 1.388, H17 1.090
7 N 0.56 3.01 0.73  C6 1.388, H18 1.004, H19 1.016
8 H -2.47 -2.43 0.28  C1 1.086
9 H -2.97 -1.29 1.52  C1 1.110
10 H -2.41 -2.78 2.07  C1 1.084
11 H -0.11 -2.17 1.35  C2 1.105
12 H -0.62 -0.70 2.19  C2 1.087
13 H 0.47 -1.09 -0.41  C3 1.091
14 H -1.22 -0.88 -0.64  C3 1.122
15 H -1.93 2.25 0.10  N5 0.985
16 H -2.43 0.73 0.35  N5 1.002
17 H 1.67 1.37 0.06  C6 1.090
18 H -0.30 3.38 1.10  N7 1.004
19 H 1.16 3.38 1.46  N7 1.016
20 O 3.01 -0.65 2.06  H21 0.958, H22 0.941
21 H 3.03 -1.52 2.47  O20 0.958
22 H 2.38 -0.07 2.45  O20 0.941
23 O 0.01 -2.19 -3.27  H24 0.956, H25 0.957
24 H 0.63 -2.67 -2.72  O23 0.956
25 H -0.22 -1.33 -2.92  O23 0.957
26 O 0.85 0.62 -2.72  H27 0.955, H28 0.958
27 H -0.08 0.82 -2.67  O26 0.955
28 H 1.24 1.06 -1.96  O26 0.958



What did the second record say?
The following is a quantum chemistry calculation of a cluster of 3 separate species, C5H18N2O2 in total, from OMol25.

- Structure (SMILES): CC[C@H](C)NCN.O.O
- F_max: 8.38 eV Å⁻¹
- Kohn-Sham gap: 8.75 eV
- Total charge: 0
- Relative energy (zero: lowest compared OMol25 entry of this formula, charge and spin): 3.325 eV

Last columns: bonded neighbours and bond lengths (Å).
CARTESIAN COORDINATES (ANGSTROEM)
1 C 1.77 1.23 0.91  C2 1.489, H8 1.125, H9 1.193, H10 1.184
2 C 0.63 0.32 0.59  C1 1.489, C3 1.617, H11 1.079, H12 1.179
3 C 1.15 -1.01 -0.17  C2 1.617, C4 1.454, N5 1.493, H13 1.071
4 C 1.63 -0.66 -1.49  C3 1.454, H14 0.956, H15 1.224, H16 1.140
5 N 0.05 -2.02 -0.21  C3 1.493, C6 1.533, H17 1.026
6 C -0.78 -2.19 1.06  N5 1.533, N7 1.445, H18 1.174, H19 0.973
7 N -2.06 -1.56 0.83  C6 1.445, H20 0.949, H21 1.143
8 H 1.51 2.27 1.25  C1 1.125
9 H 2.19 0.68 1.88  C1 1.193
10 H 2.57 1.44 0.06  C1 1.184
11 H 0.18 -0.08 1.48  C2 1.079
12 H -0.34 0.61 -0.02  C2 1.179
13 H 1.90 -1.39 0.50  C3 1.071
14 H 0.91 -0.22 -1.94  C4 0.956
15 H 2.50 0.20 -1.37  C4 1.224
16 H 2.00 -1.44 -2.24  C4 1.140
17 H 0.26 -2.94 -0.62  N5 1.026
18 H -1.01 -3.33 1.21  C6 1.174
19 H -0.28 -1.86 1.82  C6 0.973
20 H -2.43 -1.65 -0.04  N7 0.949
21 H -2.04 -0.42 0.95  N7 1.143
22 O -0.86 2.69 -1.52  H23 1.002, H24 0.932
23 H 0.04 2.25 -1.60  O22 1.002
24 H -1.01 3.57 -1.26  O22 0.932
25 O -3.03 1.60 0.22  H26 1.012, H27 0.955
26 H -2.40 1.36 -0.53  O25 1.012
27 H -3.03 2.56 0.26  O25 0.955